Here is one molecule with the formula C5H6O2 at a distorted geometry from OMol25. Energies are from the ωB97M-V functional and the def2-TZVPD basis.

Last column: natural (NBO) charge in e.
Geometry (Å):
C1 1.993 0.048 0.128  -0.63
C2 0.590 -0.011 -0.173  0.24
C3 -0.118 1.092 -0.203  -0.02
O1 -1.458 1.241 0.105  -0.46
C4 -1.889 0.034 0.144  0.11
C5 -1.366 -1.217 -0.093  -0.04
O2 0.069 -1.190 -0.036  -0.50
H1 2.214 -0.622 1.089  0.24
H2 2.098 1.239 0.232  0.23
H3 2.578 -0.429 -0.639  0.22
H4 0.373 2.115 -0.470  0.20
H5 -3.062 -0.198 0.062  0.18
H6 -2.022 -2.101 -0.146  0.23

Properties
- HOMO: -7.64 eV
- SMILES: CC1=COC=CO1